C4H6S6SbTc as an isolated structure in a non-equilibrium geometry, computed with wB97M-V/def2-TZVPD.

Total energy (hartree): -2865.44292
ΔE to the lowest compared entry with this formula, charge and spin (kcal per mole): 75.8
Charge: +2
HOMO level (alpha / beta) (eV): -16.394 / -16.396
Kohn-Sham gap (alpha / beta) (eV): 5.782 / 5.790
Spin multiplicity: 1

Geometry as XYZ:
```
18
Properties=species:S:1:pos:R:3:forces:R:3:lowdin_charge:R:1
Tc -1.31743 -1.38055 0.56363 -0.863 -0.998 -0.037 0.30
C 2.89518 0.75942 -0.09383 -0.107 0.084 -0.065 -0.07
C 1.46104 0.38534 0.01018 0.098 0.911 -0.012 -0.68
S 1.03700 -1.17045 0.06142 0.051 -0.648 -0.017 0.83
C 0.40547 1.44510 0.03786 0.965 0.141 -0.050 -0.67
C 0.76567 2.89119 -0.05645 -0.004 -0.117 -0.009 -0.05
S -1.14630 1.00759 0.13626 -0.608 0.142 0.030 0.81
H 3.54960 -0.10679 -0.09851 -0.016 -0.037 0.012 0.10
H 3.15670 1.40971 0.74796 0.025 -0.022 -0.016 0.13
H 3.05679 1.34061 -1.00782 0.018 0.004 0.017 0.13
H 1.83790 3.05381 -0.09198 -0.020 0.011 0.005 0.09
H 0.34560 3.43185 0.79491 0.003 0.003 -0.007 0.12
H 0.31382 3.32493 -0.95256 -0.010 -0.003 -0.017 0.12
S -4.30365 -4.23249 2.04010 -0.130 -0.121 0.358 0.13
Sb -3.82169 -3.75845 0.00676 -0.300 -0.218 0.225 0.19
S -3.32354 -1.03153 -0.02672 0.605 0.216 0.008 0.18
S -0.98643 -3.39411 0.05821 0.267 0.663 0.041 0.20
S -3.92574 -3.97518 -2.12940 0.026 -0.011 -0.466 0.15
```
Positions in Å, forces in eV/Å.

H7O3 as an isolated structure in a non-equilibrium geometry, computed with wB97M-V/def2-TZVPD.

Total energy (hartree): -229.56372
ΔE to the lowest compared entry with this formula, charge and spin (kcal per mole): 61.6
Charge: +1
HOMO level (eV): -17.200
Kohn-Sham gap (eV): 12.909
Spin multiplicity: 1

Geometry as XYZ:
```
10
Properties=species:S:1:pos:R:3:forces:R:3:lowdin_charge:R:1
O -0.77337 0.48472 1.23269 -2.825 -0.455 1.844 0.00
H -0.31164 1.00349 1.95809 -0.909 -0.832 -1.213 0.16
H -1.77678 0.17455 1.53918 3.865 1.512 -1.075 0.24
O -0.72670 0.20444 -1.22101 2.917 -0.348 0.132 -0.03
H -0.48514 -0.75211 -0.86673 -0.931 2.607 -2.229 0.14
H -0.51896 0.55799 -0.01405 -1.084 0.000 -0.761 0.12
O 1.23875 -0.43374 -0.32104 -2.503 0.145 0.768 0.00
H 0.20081 0.51280 -1.77939 -3.838 -1.523 2.328 0.25
H 1.02749 -1.33486 -0.13471 0.205 -1.243 0.504 0.08
H 2.12553 -0.41728 -0.39303 5.104 0.137 -0.298 0.03
```
Positions in Å, forces in eV/Å.

C6H10O in the gas phase, computed with wB97M-V/def2-TZVPD.

Total energy (hartree): -309.80867
ΔE to the lowest compared entry with this formula, charge and spin (kcal per mole): 21.2
HOMO level (eV): -9.636
Kohn-Sham gap (eV): 10.749
SMILES: C[C@H]1OC[C@H]2C[C@H]21
Spin multiplicity: 1

Geometry as XYZ:
```
17
Properties=species:S:1:pos:R:3:forces:R:3:lowdin_charge:R:1
C -2.20325 -0.46234 0.13836 0.130 -0.102 0.000 -0.03
C -0.84719 -0.07047 -0.43808 0.036 -0.346 -0.057 -0.38
O -0.57377 1.25949 -0.04286 0.045 -0.060 0.118 -0.10
C 0.79273 1.51014 -0.31642 0.255 0.103 -0.083 -0.16
C 1.49806 0.16995 -0.23788 0.216 0.168 -0.189 -0.23
C 1.36412 -0.61356 1.02634 -0.420 -0.152 0.044 -0.05
C 0.42857 -0.87827 -0.16242 0.139 -0.253 0.429 -0.17
H -2.94648 0.32660 -0.03895 0.304 -0.141 -0.078 0.08
H -2.14737 -0.61936 1.22058 0.099 0.024 -0.148 0.08
H -2.57448 -1.37994 -0.32689 0.094 0.056 0.074 0.08
H -0.81445 -0.16037 -1.54820 -0.743 0.369 0.242 0.15
H 0.91419 1.93287 -1.32366 -0.031 0.017 0.077 0.12
H 1.14636 2.23320 0.42640 0.008 -0.057 -0.174 0.13
H 2.38067 0.02421 -0.84817 0.032 0.057 0.108 0.14
H 0.93471 -0.18627 1.92792 0.077 0.299 -0.190 0.11
H 2.22969 -1.25546 1.23358 -0.751 -0.183 -0.211 0.10
H 0.41787 -1.83040 -0.68964 0.511 0.203 0.037 0.14
```
Positions in Å, forces in eV/Å.

C41H53N6O2P2Rb as an isolated structure in a non-equilibrium geometry, computed with wB97M-V/def2-TZVPD.

Total energy (hartree): -2779.87757
HOMO level (eV): -6.069
Kohn-Sham gap (eV): 6.349
Spin multiplicity: 1

Geometry as XYZ:
```
105
Properties=species:S:1:pos:R:3:forces:R:3:lowdin_charge:R:1
Rb 0.79037 0.58076 0.29064 -0.422 -0.736 -1.373 0.89
C -3.42364 0.69826 1.13000 -0.033 -0.082 -0.083 -0.28
C -3.57139 2.19700 0.82531 -0.140 0.108 0.069 -0.33
P -2.30706 3.03334 -0.23372 0.385 -0.281 -0.097 1.07
C -2.71520 2.48691 -1.93597 -0.073 0.040 -0.037 -0.38
C -2.80887 3.37554 -3.00723 -0.019 0.027 -0.055 -0.11
C -2.96600 2.91501 -4.30857 0.002 0.012 0.034 -0.08
C -3.02571 1.55395 -4.57262 0.030 0.051 0.075 -0.09
C -2.91706 0.65676 -3.51957 -0.013 0.055 0.054 -0.08
C -2.76014 1.11963 -2.21929 0.015 -0.107 -0.063 -0.09
C -2.94111 4.74073 -0.15335 -0.158 0.085 0.017 -0.40
C -2.15762 5.69468 0.48928 0.040 0.083 -0.012 -0.10
C -2.61831 6.99751 0.66028 0.026 -0.124 -0.043 -0.08
C -3.86899 7.35568 0.18491 -0.013 -0.027 -0.015 -0.09
C -4.66229 6.41262 -0.46307 0.086 0.013 0.043 -0.08
C -4.20062 5.11682 -0.62691 -0.045 -0.018 0.005 -0.10
C -1.98049 0.23275 1.39893 -0.422 0.105 0.175 -0.45
P -1.61792 -0.67667 2.99080 -0.020 -0.140 -0.253 1.09
C -2.73910 -2.12000 2.72951 -0.167 -0.117 -0.076 -0.36
C -4.13424 -2.15786 2.83512 0.016 0.061 -0.074 -0.11
C -4.85131 -3.30357 2.51901 0.087 0.015 0.006 -0.08
C -4.19233 -4.44331 2.07556 0.012 0.036 0.018 -0.09
C -2.81190 -4.42662 1.95527 0.041 0.084 0.028 -0.09
C -2.09791 -3.28040 2.28821 0.005 -0.020 0.024 -0.11
C -2.47916 0.40625 4.18265 -0.019 0.105 0.054 -0.38
C -3.42843 -0.04608 5.09608 0.041 0.016 0.144 -0.11
C -3.98877 0.81605 6.03233 0.081 0.040 -0.092 -0.09
C -3.60779 2.14949 6.06348 0.006 -0.060 -0.031 -0.09
C -2.63689 2.60492 5.17914 0.032 -0.049 -0.045 -0.08
C -2.06290 1.74218 4.25556 -0.101 -0.068 0.027 -0.09
H -3.85982 0.11071 0.32094 0.004 -0.009 -0.008 0.10
H -4.05054 0.49732 1.99939 -0.004 0.014 0.037 0.09
H -3.49090 2.74736 1.76867 0.029 0.015 0.017 0.08
H -4.56623 2.41186 0.42709 -0.042 -0.069 0.035 0.09
H -2.75718 4.44296 -2.82953 -0.004 -0.009 0.011 0.10
H -3.04273 3.62952 -5.11873 0.004 -0.008 -0.005 0.10
H -3.14707 1.19823 -5.58749 -0.001 -0.005 0.007 0.10
H -2.95155 -0.40868 -3.70863 0.006 -0.006 0.016 0.10
H -2.65990 0.39251 -1.42214 0.016 0.029 0.018 0.08
H -1.17714 5.41694 0.85926 -0.012 -0.020 0.005 0.10
H -1.99326 7.72511 1.16145 -0.017 0.008 0.007 0.10
H -4.22730 8.36848 0.31849 -0.017 -0.007 -0.014 0.10
H -5.64068 6.68836 -0.83505 -0.001 0.005 -0.002 0.10
H -4.82376 4.38843 -1.13440 0.011 0.004 0.017 0.11
H -1.32990 1.10598 1.38791 -0.105 0.015 0.299 -0.05
H -1.63722 -0.43716 0.60228 -0.113 -0.010 0.068 0.04
H -4.68041 -1.28406 3.16299 0.012 0.017 -0.001 0.09
H -5.92949 -3.30329 2.61907 -0.001 0.002 -0.011 0.10
H -4.75216 -5.33704 1.83063 0.001 0.006 -0.003 0.10
H -2.28152 -5.30569 1.61156 -0.008 -0.005 0.003 0.10
H -1.01664 -3.28607 2.20177 0.012 0.009 -0.001 0.09
H -3.71921 -1.08692 5.10411 -0.009 -0.018 0.015 0.09
H -4.71829 0.43685 6.73668 -0.014 0.020 0.001 0.10
H -4.04913 2.82508 6.78489 0.008 0.008 0.003 0.10
H -2.30641 3.63518 5.21985 0.002 0.004 0.004 0.10
H -1.25496 2.08803 3.61826 0.007 0.004 -0.038 0.08
C 2.10126 -2.10034 2.43593 0.160 -0.088 0.029 -0.05
N 2.69472 -3.02906 1.49186 -0.305 0.214 -0.203 -0.11
C 4.02914 -3.52791 1.73572 -0.028 -0.054 0.132 -0.14
C 4.30074 -4.28821 0.45417 0.047 0.044 -0.038 -0.15
N 3.53870 -3.52423 -0.52589 -0.110 0.071 -0.187 -0.09
C 3.35364 -4.18558 -1.80304 0.098 -0.139 0.035 -0.05
C 2.49695 -2.85300 0.12610 0.114 -0.006 0.134 -0.37
N 1.52704 -2.15031 -0.32462 0.040 -0.072 -0.288 0.01
C 1.29826 -1.92143 -1.75526 0.040 0.024 0.342 -0.25
C 2.35091 -1.02378 -2.44265 -0.106 0.196 0.049 -0.24
N 1.85804 0.35227 -2.53954 0.184 -0.260 -0.130 0.04
C 2.43754 1.25616 -3.23748 -0.051 0.190 0.019 -0.35
N 1.85731 2.51245 -3.40145 -0.152 -0.280 0.169 -0.11
C 0.84704 2.96487 -2.47145 0.049 0.085 -0.099 -0.06
C 2.83554 3.45494 -3.89608 -0.078 0.038 -0.028 -0.14
C 3.76541 2.53479 -4.66427 0.055 -0.014 0.054 -0.14
N 3.65327 1.29633 -3.91206 0.072 -0.238 0.163 -0.09
C 4.35162 0.14640 -4.44425 0.014 0.074 -0.158 -0.05
H 2.05688 -2.56298 3.42192 0.055 -0.002 -0.005 0.10
H 1.08646 -1.86736 2.13807 -0.081 -0.006 -0.048 0.02
H 2.66647 -1.16401 2.51296 0.000 0.009 -0.016 0.09
H 4.05298 -4.16888 2.61664 0.014 0.007 0.025 0.12
H 4.75067 -2.71339 1.88164 -0.012 0.052 -0.035 0.13
H 3.93215 -5.31933 0.51955 -0.044 -0.015 0.013 0.12
H 5.35725 -4.31169 0.18977 0.016 -0.019 -0.025 0.12
H 4.29495 -4.66597 -2.07114 0.002 -0.008 0.033 0.09
H 3.11460 -3.49314 -2.60178 -0.020 0.095 0.007 0.06
H 2.57913 -4.96041 -1.76086 -0.020 0.000 -0.004 0.10
H 0.34177 -1.39960 -1.84691 0.013 -0.022 -0.010 0.08
H 1.16686 -2.85514 -2.30410 0.058 -0.064 -0.019 0.09
H 2.57274 -1.44562 -3.42638 -0.090 -0.007 -0.077 0.09
H 3.27502 -1.08382 -1.85624 0.040 0.046 0.010 0.11
H 0.13650 2.16560 -2.28719 -0.004 -0.091 -0.034 0.05
H 0.29585 3.79314 -2.91856 0.049 0.036 0.037 0.09
H 1.28147 3.29226 -1.51849 -0.012 0.012 0.024 0.10
H 3.35631 3.96795 -3.07696 0.040 -0.031 0.027 0.13
H 2.36819 4.20504 -4.53343 -0.004 0.032 0.007 0.12
H 4.79807 2.88226 -4.67433 0.016 0.012 -0.021 0.12
H 3.42811 2.40433 -5.69989 -0.033 -0.022 -0.027 0.13
H 5.34208 0.47008 -4.76555 -0.011 0.031 -0.001 0.09
H 3.84190 -0.28591 -5.31397 -0.005 -0.012 -0.008 0.10
H 4.49110 -0.62523 -3.69820 -0.006 0.003 0.079 0.07
C 3.52896 2.34602 3.79760 -0.073 -0.044 0.224 -0.13
O 2.19081 1.84347 3.89274 0.125 0.132 0.103 -0.19
C 1.49774 1.67400 2.71117 -0.065 0.079 0.084 -0.47
O 2.14546 1.96000 1.69014 1.041 0.929 0.865 -0.39
H 3.88310 2.41573 4.82503 0.043 0.013 -0.013 0.08
H 3.56812 3.32806 3.32771 -0.074 0.026 -0.047 0.07
H 4.17787 1.67863 3.23001 -0.025 -0.058 -0.048 0.07
```
Positions in Å, forces in eV/Å.

C10H14BCl4F10N3NiO4S2 as an isolated structure in a non-equilibrium geometry, computed with wB97M-V/def2-TZVPD.

Total energy (hartree): -6023.18237
Charge: +1
HOMO level (alpha / beta) (eV): -13.316 / -13.315
Kohn-Sham gap (alpha / beta) (eV): 6.275 / 2.204
Spin multiplicity: 4

Geometry as XYZ:
```
49
Properties=species:S:1:pos:R:3:forces:R:3:lowdin_charge:R:1
Ni -0.80957 4.31139 0.28140 2.008 -0.926 -1.379 1.31
B 2.04046 5.00986 -1.01825 4.521 3.415 -2.547 -1.30
F 2.73535 5.47933 0.05797 -0.673 -0.412 1.492 0.17
F 1.51222 6.12993 -1.68468 -0.964 -0.453 0.132 0.11
F 2.97214 4.37314 -1.84794 -1.147 -0.627 0.203 0.14
F 0.98785 4.15906 -0.72275 -3.660 -1.902 1.732 0.11
C -3.10162 1.33067 1.70550 0.105 -2.144 -1.076 -0.71
F -3.47144 0.04365 1.90139 -0.092 0.869 -0.533 0.12
F -3.98909 2.13534 2.14612 -1.484 1.039 0.264 0.22
F -1.99570 1.51868 2.34594 1.416 0.513 0.575 0.11
S -2.85018 1.65580 -0.21231 -3.512 -0.925 -0.962 0.77
O -2.93121 0.33246 -0.89905 0.830 3.368 1.271 -0.32
O -3.86349 2.62410 -0.61569 2.123 -0.651 0.849 -0.27
N -1.27762 2.45606 -0.10201 -2.356 -1.819 -0.669 -0.39
S -0.29927 1.17071 -0.01989 6.951 -1.883 2.233 0.63
O 0.93670 1.52557 0.73050 -2.753 0.689 -2.173 -0.31
O -0.82274 -0.08011 0.49805 -0.688 1.284 -1.002 -0.31
C 0.34729 0.74566 -1.84900 -0.609 0.088 -2.016 -0.52
F -0.31357 -0.36030 -2.31913 -0.014 1.523 0.631 0.09
F 0.22208 1.77696 -2.77407 -0.169 -1.789 2.209 0.12
F 1.60503 0.37518 -1.80333 -0.067 0.640 0.644 0.17
C 3.69334 0.07949 0.96981 -0.452 0.699 0.798 -0.08
C 5.02207 0.57816 1.32060 -2.144 -1.332 -0.610 -0.28
N 6.04577 0.93273 1.63916 2.133 0.827 0.596 0.14
H 3.00286 0.46109 1.72195 -0.023 0.366 -0.013 0.04
H 3.54891 -0.99262 1.10329 0.551 -0.075 -0.672 0.09
H 3.37182 0.52153 0.02677 0.054 -0.510 -0.060 0.06
C 3.47626 -2.53896 -2.96377 0.870 0.452 -0.453 -0.08
C 3.29774 -3.87558 -3.52826 -0.696 -3.339 -0.892 -0.27
N 3.20932 -4.95113 -4.00638 0.200 3.475 1.530 0.12
H 3.93370 -1.98884 -3.78609 -0.035 0.392 0.053 0.09
H 4.21600 -2.51600 -2.16355 -0.023 -0.360 0.023 0.08
H 2.61661 -1.96653 -2.61531 -0.308 -0.596 -0.253 0.06
Cl 0.51581 0.07513 3.72019 0.435 0.851 -0.238 0.74
C -0.83297 -0.99671 3.92128 0.058 -1.205 -0.432 -0.68
C -1.52642 -0.83310 5.20617 -0.611 0.414 2.241 -0.63
Cl -2.41064 0.71327 5.43261 -0.068 0.009 -0.445 0.58
H -0.34555 -1.97165 3.92477 -0.208 -0.329 0.014 0.09
H -1.49805 -0.99692 3.05771 0.094 0.358 -0.070 0.06
H -0.86535 -0.83272 6.07282 0.442 -0.067 -0.362 0.07
H -2.24253 -1.61272 5.46597 -0.092 -0.127 -0.659 0.09
Cl -3.18944 -2.84733 -0.07358 -0.538 0.366 -1.606 0.89
C -3.62736 -2.85608 -1.90112 0.241 0.062 0.053 -0.45
C -2.36747 -3.02443 -2.70586 1.054 -0.959 -0.517 -0.62
Cl -2.71486 -3.41895 -4.44897 -0.132 0.637 1.207 0.62
H -4.21708 -1.99297 -2.20997 -0.122 0.107 0.766 0.10
H -4.19344 -3.78093 -2.01202 -0.374 -0.190 0.380 0.10
H -1.85051 -3.91496 -2.34835 0.161 0.172 0.027 0.07
H -1.70219 -2.16541 -2.61876 -0.231 0.004 -0.290 0.06
```
Positions in Å, forces in eV/Å.

A 7-piece molecular cluster, C4H23N3O7 overall in a non-equilibrium geometry, computed with wB97M-V/def2-TZVPD.

Total energy (hartree): -856.82326
Charge: +1
HOMO level (alpha / beta) (eV): -13.787 / -13.770
Kohn-Sham gap (alpha / beta) (eV): 10.772 / 5.534
Spin multiplicity: 2

Geometry as XYZ:
```
37
Properties=species:S:1:pos:R:3:forces:R:3:lowdin_charge:R:1
O -1.59569 -1.04886 -1.16418 -0.081 0.578 -0.819 0.16
C -0.79911 -0.15357 -0.95649 -0.614 -2.399 1.859 -0.37
N -0.19898 -0.07721 0.22813 0.937 2.154 -0.901 0.13
C 0.71422 1.00902 0.54835 0.636 -0.402 1.916 -0.23
N 1.49589 0.51997 1.69863 0.443 0.166 -0.561 0.05
C -0.45341 0.84667 -2.13269 -0.248 2.261 -1.287 -0.29
C -1.60989 0.89390 -3.15774 0.169 -0.115 1.140 0.00
N 0.83067 0.63907 -2.67725 -1.189 -1.937 0.712 0.26
H -0.45341 -0.64095 1.03178 -0.550 -0.201 -0.259 0.12
H 1.35489 1.23423 -0.29387 0.208 0.024 0.144 0.11
H 0.24840 1.90365 0.92253 -0.620 0.142 -0.663 0.08
H 2.31011 1.12096 1.76007 0.260 -0.208 0.119 0.10
H 0.99024 0.70916 2.55808 -0.162 0.028 -0.069 0.08
H -0.46100 1.86288 -1.68980 0.212 -0.400 0.679 0.15
H -2.37834 1.52658 -2.70546 0.059 0.051 -0.178 0.10
H -1.25911 1.37622 -4.06217 -0.095 -0.237 -0.255 0.10
H -2.07600 -0.07846 -3.25352 0.196 -0.158 -0.649 0.08
H 0.84357 -0.16684 -3.30523 0.247 0.456 -0.536 0.15
H 1.59814 0.53435 -2.01551 0.476 0.273 -0.052 0.08
H -1.92512 -2.09639 2.20210 -0.137 -0.149 0.313 0.04
H -2.66112 -1.20744 1.24068 -0.344 0.028 0.117 0.03
O -2.42542 -1.26799 2.17602 0.596 -0.078 -0.507 -0.04
H -2.00763 3.54068 -0.03254 -0.103 1.072 -1.371 0.07
H -1.09805 3.01844 0.76623 1.461 -0.006 0.475 0.00
O -1.03301 3.53316 -0.05536 -1.678 -0.937 0.867 -0.05
H 3.60875 -1.26328 1.45062 -0.117 0.139 -0.029 0.03
H 2.16433 -1.76187 1.47708 0.094 0.693 0.223 -0.02
O 3.07501 -2.05913 1.45472 0.085 -0.891 -0.026 -0.06
H 2.47238 -1.81831 -1.42842 -0.021 -0.113 0.374 0.06
H 3.68917 -1.02511 -1.77694 0.333 0.173 0.035 0.07
O 2.87397 -0.95507 -1.27156 -0.352 0.131 -0.574 -0.04
H -2.46012 1.87404 2.65913 -0.274 -0.597 0.587 0.05
H -1.33532 1.03414 3.44364 -0.847 -0.196 0.101 0.04
O -1.52853 1.75213 2.83956 1.064 0.790 -0.808 -0.04
H 0.96155 -3.23976 1.03560 1.283 0.057 0.006 0.01
H -0.27777 -2.62467 0.34388 0.160 0.111 -0.500 -0.01
O 0.03202 -3.31848 0.91960 -1.484 -0.305 0.376 0.00
```
Positions in Å, forces in eV/Å.

Question: The highest spin multiplicity belongs to which entry?
Answer: C10H14BCl4F10N3NiO4S2